[1]
20
Properties=species:S:1:pos:R:3 method="wB97M-V/def2-TZVPD" charge=+1 lumo_ha=-0.3065 orbital_gap_ev=4.5
C 1.654 2.196 -0.214
N -1.152 -0.230 0.481
C -1.625 -1.516 0.518
C -0.613 -2.194 1.500
S -0.512 -3.978 1.213
C 0.883 2.204 -1.532
N 0.093 1.001 -1.675
H 1.037 1.825 0.604
H 2.509 1.524 -0.349
H -1.406 0.281 1.343
H -1.465 -1.905 -0.481
H -2.659 -1.612 0.839
H 0.417 -1.891 1.296
H -0.875 -1.969 2.528
H 0.816 -4.068 1.356
H 1.487 2.353 -2.406
H 0.205 3.078 -1.547
H -0.223 0.889 -2.630
H -0.577 0.855 -0.942
H 2.007 3.158 0.100

=====

[2]
20
Properties=species:S:1:pos:R:3 method="wB97M-V/def2-TZVPD" charge=+1 smiles=[NH3+]CCNCCS lumo_ha=-0.1194 orbital_gap_ev=9.1
C -0.518 -2.059 0.268
N 0.722 -1.303 0.447
C 0.917 0.120 0.880
C -0.331 0.925 0.647
S 0.012 2.756 0.614
C -1.145 -1.688 -1.075
N 0.029 -1.429 -1.985
H -1.230 -2.083 1.102
H -0.220 -3.107 0.251
H 1.347 -1.887 0.978
H 1.680 0.471 0.184
H 1.263 0.203 1.911
H -0.611 0.751 -0.398
H -1.200 0.815 1.286
H 1.334 2.686 0.820
H -1.758 -0.794 -1.015
H -1.742 -2.544 -1.379
H -0.066 -0.579 -2.539
H 0.270 -2.206 -2.581
H 0.846 -1.289 -1.178

=====

[3]
20
Properties=species:S:1:pos:R:3 method="wB97M-V/def2-TZVPD" charge=+1 lumo_ha=-0.1337 orbital_gap_ev=8.5
C 1.033 2.170 1.522
C -0.055 1.365 2.247
S -1.565 0.814 1.323
H 0.547 2.952 0.914
H 1.483 1.528 0.734
H 1.803 2.534 2.240
H 0.346 0.511 2.839
H -0.539 2.020 2.995
H -2.219 0.510 2.453
C 1.160 -1.069 -1.667
C 0.083 -1.891 -1.455
N -0.663 -1.842 -0.304
N 1.546 -0.784 -3.083
H 1.605 -0.359 -0.929
H -0.245 -2.550 -2.282
H -1.687 -1.850 -0.392
H -0.385 -1.125 0.364
H 2.443 -1.219 -3.350
H 1.580 0.238 -3.298
H 0.794 -1.288 -3.642